Entry from OMol25: 8 unconnected molecules or ions with the total composition C62H135N7O9 (ωB97M-V/def2-TZVPD).

Geometry as XYZ:
```
213
Properties=species:S:1:pos:R:3:forces:R:3
C 10.522747 20.272251 18.685447 0.721 0.154 -0.602
C 11.076591 18.837531 18.959643 -0.547 1.349 0.144
C 10.700114 17.989780 17.711300 -0.083 0.944 -0.200
C 12.567929 19.019708 19.251809 0.945 1.019 -1.050
C 13.223231 17.806224 19.891144 -0.729 0.497 -0.147
C 12.482934 17.429695 21.196043 1.137 0.620 -0.839
C 11.005179 17.193813 20.919966 0.410 -0.524 -0.261
C 10.730625 15.873116 20.129327 -0.032 2.071 -0.748
C 10.256141 17.117288 22.219535 0.044 -0.102 1.253
N 10.517513 18.408392 20.228191 -1.330 -0.298 0.431
O 9.084542 18.243492 20.033050 -0.133 0.736 0.776
H 9.478131 20.333285 18.432499 -0.508 -0.462 -0.186
H 10.655741 20.983655 19.496434 0.293 -0.259 0.400
H 11.075549 20.691382 17.822967 -0.154 -0.177 0.264
H 11.236910 17.059393 17.635176 0.351 -0.299 -0.158
H 9.626211 17.761543 17.682930 0.269 0.090 0.331
H 10.875990 18.619316 16.810388 0.168 -0.603 0.552
H 13.034109 19.293112 18.271659 -0.026 -0.558 0.523
H 12.792216 19.936585 19.847691 -0.706 -0.620 -0.060
H 13.136281 17.055218 19.119934 0.196 -0.831 0.077
H 14.273499 18.010994 20.053499 0.277 -0.038 0.118
H 12.593217 18.296849 21.867423 -0.138 -0.256 -0.023
H 13.022476 16.591984 21.656653 -0.574 -0.102 0.041
H 10.755197 14.972828 20.665077 0.495 -1.145 1.231
H 11.359185 15.784806 19.240219 -0.142 -0.051 0.142
H 9.698695 15.998256 19.855238 -0.546 -0.167 -0.668
H 9.241174 16.799451 22.064757 -0.644 0.184 -0.163
H 10.272641 18.059464 22.829962 0.122 -0.796 -0.658
H 10.674845 16.288538 22.797102 0.246 0.232 0.239
H 8.671925 18.848486 20.698992 0.693 -0.713 -0.837
C 13.995567 23.162261 13.749040 1.115 -3.059 -0.892
C 12.963158 22.009104 13.710555 -0.466 0.540 0.926
C 12.354825 21.939572 15.132046 -0.934 -1.187 0.420
C 11.867798 22.342802 12.706606 -0.434 -0.440 -1.318
C 10.858885 21.153641 12.535215 0.766 0.823 0.665
C 11.659769 19.932449 12.055648 0.113 0.674 0.432
C 12.749021 19.588479 13.075286 1.739 -0.820 0.672
C 12.232139 18.923499 14.416245 0.020 0.770 -0.542
C 13.748271 18.589954 12.424529 -1.442 -1.333 1.688
N 13.633076 20.771680 13.224990 -0.319 1.038 1.046
O 14.711078 20.473647 14.158944 -0.611 0.152 -0.131
H 13.499461 24.092687 13.792793 -0.216 1.115 -0.030
H 14.706899 22.968517 14.565435 -0.417 0.476 -0.019
H 14.579851 22.944628 12.826691 -0.255 1.083 0.335
H 11.345348 21.423836 15.244063 1.412 0.508 -0.328
H 13.069135 21.478301 15.816892 -0.152 -0.238 -0.152
H 12.180565 22.911930 15.556491 0.041 0.794 -0.151
H 11.367366 23.277798 12.986961 -0.001 -0.244 0.159
H 12.329902 22.542003 11.706000 -0.191 -0.137 0.645
H 10.417801 20.977637 13.539227 0.106 -0.212 -0.667
H 10.029650 21.431077 11.881447 0.177 -0.093 -0.146
H 12.184320 20.140133 11.100489 -0.493 -0.003 0.333
H 11.001662 19.080373 11.932198 -0.025 -0.314 -0.119
H 11.775421 17.969717 14.140202 0.008 -0.017 0.109
H 11.486354 19.511049 15.003229 0.682 -0.474 -0.720
H 13.108828 18.730293 15.051357 -0.335 0.028 -0.050
H 13.148574 17.676352 12.263352 0.594 0.072 -0.359
H 14.613635 18.340748 13.067444 -0.658 0.187 -0.128
H 14.129227 18.999549 11.536464 0.279 0.378 -1.367
H 15.528856 20.716620 13.661421 -0.175 -0.201 -0.455
C 17.164479 11.989456 19.174234 0.526 -0.546 -0.532
C 15.717490 12.439880 19.553600 1.344 1.236 0.028
C 15.829581 12.798200 21.049299 -1.560 -0.597 1.728
C 15.362913 13.767676 18.778174 0.530 -0.104 -0.203
C 13.863575 14.085791 18.849437 0.493 -0.159 1.950
C 13.098233 12.871557 18.412170 -0.332 -0.394 -1.518
C 13.314520 11.590636 19.200527 0.487 0.982 1.386
C 12.716407 11.757640 20.601481 0.173 0.203 0.919
C 12.630030 10.414069 18.531028 0.624 0.071 -0.048
N 14.785823 11.378691 19.165592 0.130 0.130 -0.090
O 15.123711 10.292723 19.988228 -0.827 -0.186 1.344
H 17.239492 11.720492 18.093240 -0.153 -0.045 0.724
H 17.829289 12.836434 19.306543 0.026 0.452 -0.026
H 17.687996 11.192789 19.806896 -1.338 0.770 -0.735
H 15.911331 11.880374 21.706625 -0.013 0.886 -0.870
H 16.654734 13.472807 21.345605 -0.211 -0.351 -0.699
H 14.890807 13.307060 21.384587 0.752 -0.304 -0.140
H 15.941269 14.589386 19.237541 -0.091 -0.352 -0.190
H 15.722983 13.676795 17.731845 -0.333 -0.052 0.433
H 13.648415 14.283951 19.947511 0.037 -0.103 -1.133
H 13.513609 14.997524 18.345579 0.478 -0.334 -0.216
H 13.391838 12.609319 17.370608 -0.220 0.358 0.276
H 12.044134 13.109449 18.394452 -0.397 -0.160 0.008
H 13.117112 10.996869 21.282049 -0.209 -0.029 -0.188
H 11.629012 11.649483 20.540707 0.085 -0.076 0.035
H 12.909932 12.725876 21.107239 -0.047 -0.429 -0.554
H 13.275130 10.209251 17.672463 -0.529 -0.424 -0.221
H 11.624393 10.708734 18.255294 -0.158 0.038 -0.349
H 12.532356 9.538567 19.183100 0.315 0.176 -0.118
H 15.558608 9.662648 19.443311 0.488 -0.718 -0.934
C 18.928443 14.837017 16.299807 0.836 -0.739 1.222
C 20.287844 15.554258 16.591553 -0.866 -0.283 -0.971
C 20.500771 16.608029 15.464164 0.729 0.240 0.955
C 20.137876 16.317565 17.912761 1.447 -0.298 -0.507
C 20.254239 15.419952 19.117068 -3.075 -1.579 0.123
C 21.479448 14.540991 19.044858 -0.538 -1.399 0.580
C 21.721193 13.800071 17.737351 -0.633 -1.493 0.661
C 23.234393 13.382770 17.655505 -1.184 0.683 -0.214
C 20.849950 12.516287 17.605934 1.640 -0.642 0.525
N 21.448062 14.690385 16.682959 1.331 1.606 -2.056
O 21.679098 13.987082 15.458886 -0.220 0.264 -0.742
H 18.937454 14.148540 15.461692 0.341 -0.152 -0.087
H 18.645452 14.286345 17.227194 -0.121 0.239 -0.818
H 18.183076 15.571978 16.087835 -0.587 0.578 -0.004
H 21.364562 17.254378 15.716132 -0.209 -0.365 -0.006
H 20.712386 16.193324 14.474441 -0.474 -0.086 0.157
H 19.635685 17.280981 15.474675 0.011 -0.254 -0.372
H 21.002329 16.957831 17.973479 0.275 0.849 -0.178
H 19.251458 16.892346 17.733640 -0.620 0.472 0.799
H 20.067840 15.864547 20.101749 0.780 0.563 -0.259
H 19.312977 14.787804 19.106394 0.938 0.018 -0.145
H 21.433009 13.718232 19.794421 0.122 0.818 -0.051
H 22.344391 15.128517 19.201705 1.028 0.752 0.513
H 23.398682 12.947492 16.659868 0.264 0.198 0.466
H 23.490074 12.666438 18.425858 -0.037 -0.189 0.165
H 23.800590 14.306674 17.830811 0.178 -0.330 -0.355
H 20.827285 12.208531 16.575997 0.369 -0.357 -0.407
H 19.837729 12.494086 17.893883 -1.372 0.879 0.663
H 21.306062 11.738189 18.237757 0.026 -0.024 -0.407
H 22.349459 14.471936 14.936363 -0.462 -0.065 0.791
C 7.816207 13.103636 17.655400 1.037 -0.734 1.639
C 8.476629 13.889494 16.563824 0.972 -1.217 -1.441
C 8.008119 15.350959 16.650314 1.140 0.658 -1.010
C 10.042977 13.670498 16.685292 0.135 0.809 -0.336
C 10.820661 14.316562 15.508118 -1.987 -2.446 -1.216
C 10.342136 13.536809 14.232961 -0.356 -0.579 -0.743
C 8.810983 13.561231 14.017215 -0.751 -0.777 0.020
C 8.293477 14.937084 13.547962 1.619 -0.052 -0.726
C 8.390123 12.516403 12.893902 0.619 -0.040 2.613
N 8.170783 13.116230 15.286508 -1.623 1.089 -0.202
O 6.709624 13.341389 15.008546 0.687 -1.211 0.811
H 6.821220 13.408907 17.871301 -0.983 0.238 -0.082
H 7.849027 12.029440 17.487166 -0.108 -0.070 -0.373
H 8.369496 13.208968 18.614020 -0.188 0.294 -0.432
H 8.531208 15.975683 15.876693 -0.636 -0.450 0.906
H 6.931000 15.495140 16.532304 0.160 -0.386 -0.125
H 8.281813 15.770109 17.619228 0.062 -0.123 0.139
H 10.306397 14.113856 17.655938 0.237 -0.286 -0.179
H 10.316628 12.602645 16.613295 -0.565 0.251 0.654
H 10.486423 15.305716 15.435566 0.133 1.766 -0.258
H 11.874838 14.191757 15.425588 0.974 0.283 0.978
H 10.698379 12.461307 14.230303 -0.450 0.994 0.497
H 10.747492 13.895617 13.269017 0.184 0.372 0.534
H 7.250023 15.077849 13.701043 -0.758 -0.100 0.116
H 8.508963 15.002018 12.468735 -0.143 0.153 0.275
H 8.823429 15.759163 14.027224 0.050 0.002 -0.113
H 8.966174 12.760340 12.048120 0.692 -0.033 -1.282
H 7.354076 12.578741 12.682640 -1.013 0.470 -0.315
H 8.528727 11.471428 13.228891 0.438 0.505 -0.121
H 6.317752 12.472343 15.238145 0.405 0.728 -0.176
C 15.074051 22.246329 19.956395 1.318 2.606 -0.831
C 15.982417 22.149409 18.698938 0.276 -0.685 -1.437
C 15.014460 22.096919 17.412251 0.857 -0.431 0.804
C 17.066547 23.290070 18.548478 -1.660 0.615 0.470
C 18.276303 23.210911 19.473347 0.340 -1.571 0.085
C 18.873763 21.810985 19.251754 0.643 0.719 -1.467
C 17.960653 20.644941 19.505927 -1.875 0.648 0.018
C 18.572587 19.341970 19.046131 -0.510 0.407 -1.137
C 17.535972 20.560162 20.971203 -0.032 0.404 0.106
N 16.728612 20.882372 18.589802 1.341 -0.508 0.557
O 15.820801 19.839355 18.857068 -0.305 -0.783 -0.049
H 14.491543 21.368765 20.060780 -0.453 -0.795 0.218
H 15.710008 22.458355 20.847234 -0.989 -0.047 -0.540
H 14.417449 23.127696 19.705966 0.395 -0.796 0.776
H 14.228544 21.293295 17.589289 1.208 0.833 -0.435
H 14.477561 23.029430 17.262931 -0.031 0.289 0.153
H 15.654065 21.930246 16.497946 -0.823 -0.192 0.918
H 17.404950 23.434192 17.498518 -0.268 -0.472 0.577
H 16.476567 24.169539 18.804007 0.093 0.496 -0.184
H 19.057965 23.944243 19.169719 -0.714 -0.239 0.542
H 18.078208 23.211381 20.576111 -0.185 0.857 -0.965
H 19.791660 21.754139 19.795824 0.647 -0.438 0.699
H 19.190665 21.747744 18.189488 -0.174 -0.004 0.281
H 19.509948 19.106929 19.510934 0.547 0.060 0.471
H 18.761730 19.485138 17.952428 -0.265 -0.630 0.669
H 17.855877 18.549945 19.279076 0.196 -0.118 -0.435
H 18.364252 20.280114 21.599443 0.565 -0.209 0.216
H 16.748694 19.833802 21.138854 -0.186 -0.099 -0.179
H 17.191867 21.528470 21.337902 0.083 -0.264 0.031
H 15.734472 19.350631 18.010487 0.038 0.368 0.128
C 20.256619 20.411525 14.811713 -2.010 -1.941 1.393
O 19.576349 20.457088 13.587145 0.252 0.745 -0.544
C 18.594849 19.490888 13.492375 -0.619 -1.639 -1.463
C 17.674182 19.655071 12.238199 0.881 1.079 1.629
N 16.801448 20.837554 12.336336 0.526 0.800 0.525
C 16.099082 21.137217 11.076550 0.571 0.554 0.106
C 17.043007 21.713643 9.983200 -1.167 -1.832 0.376
O 17.318961 23.029081 10.267709 1.291 1.347 -0.279
C 18.240340 23.600348 9.303302 -1.890 0.961 -0.318
H 19.554391 20.729129 15.660772 0.978 -0.302 -0.915
H 21.103641 21.010489 14.757060 1.354 1.282 -0.074
H 20.588896 19.356401 15.020488 -0.228 0.868 -0.055
H 18.004897 19.457095 14.428464 -0.026 -0.102 -0.331
H 19.036179 18.456893 13.270766 -0.173 1.038 0.832
H 17.139410 18.720376 12.255943 -0.866 -0.186 -0.274
H 18.281346 19.669394 11.333299 0.252 -0.058 -0.004
H 17.354014 21.680752 12.655752 -0.619 -1.325 -0.693
H 15.282890 21.851991 11.266090 0.396 -0.152 -0.053
H 15.594943 20.219156 10.763632 0.307 0.070 -0.253
H 16.456844 21.651582 9.056273 0.445 -0.228 -0.348
H 17.974958 21.085042 9.960060 -0.680 0.535 -0.396
H 18.732430 24.456006 9.796481 -0.048 -0.572 -0.310
H 17.666738 23.993117 8.387291 0.614 -0.472 1.261
H 18.911912 22.849294 8.921405 0.585 -0.216 0.165
C 15.603939 16.545117 16.886515 0.731 0.421 -0.222
C 15.988930 17.599930 15.822121 -1.349 -0.879 -0.151
O 15.404154 18.802579 16.312168 0.480 0.397 -0.597
H 16.284776 16.713732 17.782073 -1.102 -0.380 -0.828
H 15.721697 15.506824 16.502749 -0.073 0.741 0.380
H 14.539048 16.775946 17.103743 0.693 -0.451 0.234
H 15.477386 17.337972 14.832492 0.977 0.253 1.059
H 17.081906 17.684652 15.730149 -0.228 0.024 -0.266
H 15.370794 19.450279 15.577170 -0.306 -0.107 0.417
```
Forces are in eV/Å.

* ΔE to the lowest compared entry with this formula, charge and spin: 1.106 eV
* structure (SMILES): CC1(C)CCCC(C)(C)N1O.CC1(C)CCCC(C)(C)N1O.CC1(C)CCCC(C)(C)N1O.CC1(C)CCCC(C)(C)N1O.CC1(C)CCCC(C)(C)N1O.CC1(C)CCCC(C)(C)N1O.COCCNCCOC.CCO
* E_HOMO: -8.14 eV
* charge: 0
* Kohn-Sham gap: 8.693 eV

Atom charges from the Löwdin analysis, given in e for atoms 1 to 2:
1 C -0.032
2 C -0.492